1.
Entry from the Open Molecules 2025 dataset: a cluster of 6 separate species, C4H20NO7 in total (ωB97M-V/def2-TZVPD).

The geometry in XYZ format:
```
32
C4H20NO7 | the Open Molecules 2025 dataset | ωB97M-V/def2-TZVPD
H 3.64 -1.86 0.39
H -0.44 -0.39 1.38
H -1.71 0.08 -2.97
C -0.52 0.52 -0.53
O -3.14 -0.97 0.68
H -0.85 0.89 -3.75
H -0.83 -2.72 -2.81
H -2.94 -0.61 2.29
H -0.73 -1.46 -1.74
H -3.72 -0.43 0.15
O 4.27 -1.17 0.66
C 0.31 -0.07 0.63
H 0.17 0.61 -1.40
O -2.58 -0.62 3.21
H -2.25 -0.94 0.06
H 1.80 0.66 1.98
O -1.53 -0.34 -0.98
O -1.79 0.63 -3.77
H 1.41 2.92 0.04
H 1.96 1.44 -0.73
H 3.61 -0.48 0.90
H -0.50 2.14 1.45
C 1.14 1.10 1.20
H -0.95 1.54 -0.42
C 1.93 1.98 0.21
H 2.88 2.25 0.68
H 0.94 -2.00 0.71
O 0.28 1.93 1.99
O -0.26 -2.20 -2.24
H -1.92 0.10 3.29
N 1.18 -1.16 0.21
H 1.16 -1.38 -0.78
```

For the calculated total energy, the calculation gives -20296.533 eV. As for the HOMO-LUMO gap: 8.725 eV. For the strongest force on any atom, the calculation gives 2.15 eV/Å. The charge is -1.



2.
Entry from the Open Molecules 2025 dataset: a cluster of 7 separate species, C4H20NO8 in total (ωB97M-V/def2-TZVPD).

The geometry in XYZ format:
```
33
C4H20NO8 | the Open Molecules 2025 dataset | ωB97M-V/def2-TZVPD
O -1.54 2.68 -1.54
C 0.57 -0.59 1.22
C -0.21 -1.76 1.83
O 0.14 0.64 -0.97
H -2.37 1.95 1.85
H 1.29 -2.43 3.31
H 1.44 -1.08 0.74
H 3.43 0.32 -0.19
O 2.07 2.36 -0.39
H 0.86 0.14 1.95
C -1.12 -2.64 0.92
H 1.26 -3.18 1.81
H -0.77 -1.37 2.65
O -2.63 -1.88 -2.43
O 2.92 -0.33 -0.61
H 2.09 1.69 -2.30
O -1.93 2.19 2.72
H -1.56 2.32 -0.67
H 1.48 1.54 -0.42
H 1.57 0.12 -2.81
H -2.38 -1.40 -1.63
H -1.00 -2.05 -0.01
H -2.20 -2.47 1.06
O -1.51 0.20 0.49
H 1.52 2.99 0.06
N 0.70 -2.71 2.45
H -1.07 2.41 2.62
H 2.20 -0.06 -0.95
H -0.94 -3.64 1.13
H -1.77 -2.36 -2.72
H -0.78 2.37 -2.04
C -0.34 0.07 0.09
O 2.39 0.72 -2.89
```

For the calculated total energy, the calculation gives -22342.425 eV. As for the HOMO-LUMO gap: 8.775 eV. For the strongest force on any atom, the calculation gives 10.50 eV/Å. The charge is -1.



3.
Entry from the Open Molecules 2025 dataset: a structure of composition C4H20O8Sr (ωB97M-V/def2-TZVPD).

The geometry in XYZ format:
```
33
C4H20O8Sr | the Open Molecules 2025 dataset | ωB97M-V/def2-TZVPD
H -6.19 0.41 2.12
H -3.98 3.42 -3.56
O -3.47 2.62 -3.69
H 3.34 -0.89 -4.62
H 2.61 -1.24 5.06
O 1.85 -0.85 -3.34
H 2.86 2.68 -2.91
C 2.26 -1.69 4.12
H 2.26 0.35 -5.02
H 0.58 -3.66 3.08
H -5.59 1.15 3.29
O -5.36 0.71 2.47
H 3.96 0.38 -2.47
H -1.53 5.15 1.89
H 4.12 1.52 -3.79
Sr -1.23 0.28 -0.13
H 1.83 -1.78 -3.60
O -4.02 -3.11 -1.36
C 3.41 0.91 -3.24
H -0.14 4.90 1.34
H 2.88 -0.10 3.27
O 2.08 -0.63 3.23
H -3.66 -4.00 -1.37
H -4.93 -3.23 -1.62
H 0.15 -1.59 4.76
O 2.49 1.82 -2.71
O 0.32 -2.73 3.12
C 0.88 -2.29 4.36
C 2.74 -0.11 -4.15
O -1.04 4.58 1.30
H -3.39 2.53 -4.64
H 0.89 -3.16 5.02
H 3.04 -2.36 3.78
```

For the calculated total energy, the calculation gives -21670.856 eV. As for the HOMO-LUMO gap: 5.946 eV. For the strongest force on any atom, the calculation gives 1.70 eV/Å. The charge is +2.



4.
Entry from the Open Molecules 2025 dataset: a cluster of 8 separate species, C4H21NO10 in total (ωB97M-V/def2-TZVPD).

The geometry in XYZ format:
```
36
C4H21NO10 | the Open Molecules 2025 dataset | ωB97M-V/def2-TZVPD
H 0.53 -0.40 -1.97
O -2.17 -2.17 -2.34
H 0.85 1.47 -3.38
H 2.32 1.58 -1.03
O 2.09 -2.57 -0.03
C -1.42 0.61 -2.38
H -1.68 -0.93 2.23
O 2.15 1.90 -1.94
H 1.09 0.79 3.75
H 1.44 2.78 1.27
C -0.03 0.53 -1.73
H -1.68 1.63 -2.64
H 0.01 0.51 -0.65
H -0.22 1.95 2.37
O 2.03 2.00 1.24
H 1.97 -2.48 -0.98
H -0.99 -2.51 0.94
O -2.16 -1.80 -0.13
H -1.61 2.74 2.26
O -1.74 -0.46 3.08
H 3.63 -0.63 0.03
O -0.73 2.71 1.89
H -0.35 -1.59 1.92
C -2.13 -1.42 -1.33
O 3.66 0.33 -0.02
H -1.52 0.06 -3.32
H -0.86 0.11 3.06
C 0.77 1.72 -2.28
O -0.21 -2.48 1.57
H 1.24 1.45 1.53
H 2.89 0.61 0.53
H 1.24 -2.79 0.39
H 0.38 2.73 -2.20
O 0.48 0.79 3.02
H -2.62 0.51 -0.72
N -2.53 -0.05 -1.56
```

For the calculated total energy, the calculation gives -26455.061 eV. As for the HOMO-LUMO gap: 7.966 eV. For the strongest force on any atom, the calculation gives 3.63 eV/Å. The charge is -2.



5.
Entry from the Open Molecules 2025 dataset: a cluster of 7 separate species, C4H21NO8 in total (ωB97M-V/def2-TZVPD).

The geometry in XYZ format:
```
34
C4H21NO8 | the Open Molecules 2025 dataset | ωB97M-V/def2-TZVPD
O 1.57 -0.37 -3.38
C -1.43 -1.15 -0.91
H 0.44 2.02 2.67
H 0.55 -0.94 -1.47
C -1.94 -0.67 -2.22
H 0.04 3.43 2.18
O -1.23 -0.10 -3.02
H -1.69 2.07 -0.02
H 0.03 -1.44 1.51
O 1.10 0.27 3.19
C 0.57 -1.47 0.56
O -0.29 2.66 2.64
O -2.02 0.02 2.43
H -1.92 3.24 0.88
H 2.58 -1.19 -1.86
H 4.00 -0.85 -2.13
C -0.02 -0.69 -0.58
O -2.40 2.66 0.29
H -2.21 0.82 2.94
N -0.06 0.74 -0.26
H 1.06 -0.80 -4.07
O 3.46 -1.27 -1.45
H 0.73 -2.54 0.35
H -2.13 -1.06 -0.07
H 1.72 -0.37 2.80
H 0.22 0.95 0.69
O 1.90 -1.09 0.97
H -2.96 -0.90 -2.56
H 0.40 1.32 -0.94
H 2.56 -1.36 0.30
H -2.41 0.16 1.56
H -1.44 -2.26 -0.89
H 0.93 0.28 -3.05
H 0.28 -0.15 2.93
```

For the calculated total energy, the calculation gives -22358.721 eV. As for the HOMO-LUMO gap: 10.300 eV. For the strongest force on any atom, the calculation gives 2.53 eV/Å.



6.
Entry from the Open Molecules 2025 dataset: a cluster of 7 separate species, C4H22NO6 in total (ωB97M-V/def2-TZVPD).

The geometry in XYZ format:
```
33
C4H22NO6 | the Open Molecules 2025 dataset | ωB97M-V/def2-TZVPD
N 0.02 -0.63 -0.92
H -1.81 3.34 2.46
C 3.09 -0.67 1.06
H 2.95 -2.16 -1.82
O -1.21 0.33 -3.37
H 0.67 0.17 -0.61
H -2.06 0.93 -3.46
H 0.58 -2.44 -1.96
H -3.16 -1.31 2.95
H -0.77 0.61 -4.11
H 2.96 -1.57 1.58
O 0.72 2.02 0.39
H -0.19 -1.14 0.03
H 3.37 0.22 1.71
H -3.18 0.60 0.13
H 0.96 2.85 0.01
O -2.76 0.46 -0.75
H 2.17 -2.55 -0.13
C 2.32 -1.76 -0.93
H -3.40 1.09 -1.25
C 2.87 -0.58 -0.22
H -1.12 -1.10 2.03
C 1.05 -1.37 -1.77
H -0.83 -0.16 -1.34
H 0.71 2.10 1.27
H 3.05 0.29 -1.00
O -2.91 -1.48 2.03
O -0.33 -0.57 1.71
H 1.19 -0.84 -2.76
H -0.49 3.99 2.68
H -3.76 -1.71 1.55
H 0.18 -0.24 2.52
O -0.90 3.27 2.28
```

For the calculated total energy, the calculation gives -18272.407 eV. As for the HOMO-LUMO gap: 10.099 eV. For the strongest force on any atom, the calculation gives 5.73 eV/Å. The charge is +1.



7.
Entry from the Open Molecules 2025 dataset: a cluster of 7 separate species, C4H22NO7 in total (ωB97M-V/def2-TZVPD).

The geometry in XYZ format:
```
34
C4H22NO7 | the Open Molecules 2025 dataset | ωB97M-V/def2-TZVPD
N 2.95 -0.59 -0.28
H -0.65 2.47 -3.59
H 2.73 -0.61 0.78
H -3.89 2.15 0.20
H -2.17 -1.71 -1.54
H 0.15 2.11 2.01
H 2.11 0.23 2.57
H -2.48 2.41 -0.08
O -1.40 -0.57 -0.04
C 0.94 -2.02 -0.83
C -1.48 -0.89 -1.36
H 0.82 -1.58 0.24
C -0.01 -1.19 -1.78
H 1.16 -0.81 3.26
O 0.17 1.62 2.88
H 0.64 -2.99 -0.76
O -1.12 1.92 0.22
H 2.99 -2.68 -0.44
H -1.20 0.74 0.21
H 0.52 -0.12 -1.83
H -2.03 -0.07 -1.86
O -3.39 2.80 -0.24
O -1.77 -0.72 3.37
H -0.06 -1.48 -2.85
H -1.66 -0.71 2.43
O 0.21 2.36 -3.30
H -0.99 -1.11 3.61
O 2.12 -0.69 2.87
H 2.53 0.18 -0.75
H -0.80 1.56 2.97
H 2.66 -1.76 -2.04
C 2.45 -1.81 -0.94
H 0.34 1.57 -2.78
H -0.37 2.00 -0.31
```

For the calculated total energy, the calculation gives -20327.336 eV. As for the HOMO-LUMO gap: 8.136 eV. For the strongest force on any atom, the calculation gives 5.02 eV/Å. The charge is -1.



8.
Entry from the Open Molecules 2025 dataset: a cluster of 7 separate species, C4H22O7 in total (ωB97M-V/def2-TZVPD).

The geometry in XYZ format:
```
33
C4H22O7 | the Open Molecules 2025 dataset | ωB97M-V/def2-TZVPD
H -8.76 2.58 -6.90
H -10.22 -1.09 -3.15
H -11.87 0.27 -4.07
O -10.61 1.93 -7.51
H -13.19 -0.29 -7.08
H -17.22 2.97 -8.84
C -13.24 2.33 -1.95
O -12.00 4.36 -7.08
O -11.61 -0.24 -10.12
H -13.89 2.78 -2.71
H -12.81 3.03 -1.20
H -11.96 -0.23 -9.23
H -9.03 0.83 -6.74
H -12.39 0.97 -7.36
C -10.57 -1.10 -4.17
H -11.62 3.50 -7.35
O -12.31 1.45 -2.45
O -11.13 0.06 -4.68
H -11.74 1.90 -3.10
O -15.60 2.01 -9.51
O -13.21 0.49 -7.59
H -15.61 3.61 -8.28
H -10.23 1.92 -8.40
H -14.70 1.66 -9.32
H -13.89 1.72 -1.35
H -9.73 -1.36 -4.84
C -9.48 1.82 -6.61
H -12.33 4.76 -7.86
H -11.06 -1.02 -10.14
C -16.20 2.72 -8.47
H -11.16 -1.98 -4.20
H -16.19 2.16 -7.51
H -9.73 1.87 -5.54
```

For the calculated total energy, the calculation gives -18835.429 eV. As for the HOMO-LUMO gap: 9.935 eV. For the strongest force on any atom, the calculation gives 2.44 eV/Å.



9.
Entry from the Open Molecules 2025 dataset: a cluster of 8 separate species, C4H23NO8 in total (ωB97M-V/def2-TZVPD).

The geometry in XYZ format:
```
36
C4H23NO8 | the Open Molecules 2025 dataset | ωB97M-V/def2-TZVPD
H -3.99 0.87 -1.60
C -0.12 -2.93 0.22
H -1.37 1.78 1.86
O -1.18 2.46 2.52
H 2.30 0.94 2.23
C 1.55 -0.91 -1.00
H 2.33 -0.16 -0.92
H -1.13 2.30 -1.46
N 0.65 -0.56 0.12
H 0.81 -3.36 0.57
O -0.95 -1.12 1.56
O -3.72 0.16 -2.20
H 0.84 -2.16 -2.61
H 0.79 -0.74 2.91
O -1.81 2.81 -1.01
O 1.54 -1.23 3.29
H -2.06 2.48 2.92
H -0.21 -3.01 -0.86
H -0.99 -3.31 0.74
C -0.17 -1.47 0.67
H 1.21 -0.54 -3.17
H 2.12 -1.81 -0.74
C 0.86 -1.11 -2.32
H -0.67 0.86 -4.65
H 0.74 0.40 0.37
H -3.97 -0.69 -1.83
H -1.79 0.32 -3.93
H 2.98 1.86 1.09
O -0.90 0.03 -4.20
H 2.14 -1.15 2.53
H 0.56 2.20 3.09
O 2.66 0.99 1.31
H -1.42 3.69 -0.93
H -0.21 -0.93 -2.27
H 1.23 1.22 4.22
O 1.37 1.80 3.47
```

For the calculated total energy, the calculation gives -22391.582 eV. As for the HOMO-LUMO gap: 9.594 eV. For the strongest force on any atom, the calculation gives 2.28 eV/Å.



10.
Entry from the Open Molecules 2025 dataset: a cluster of 7 separate species, C4H24N2O7 in total (ωB97M-V/def2-TZVPD).

The geometry in XYZ format:
```
37
C4H24N2O7 | the Open Molecules 2025 dataset | ωB97M-V/def2-TZVPD
H 3.23 -0.17 -0.96
H -2.08 1.64 0.88
O 1.54 -0.28 -2.44
H 0.81 -1.13 -0.16
N 3.36 -0.08 0.03
H 0.93 1.03 0.83
H 1.22 -3.11 1.36
H -2.04 0.70 -2.94
H -1.04 -2.85 0.48
H 0.94 0.44 2.33
H 0.08 1.96 -2.76
H 2.95 -2.06 0.26
H 3.61 0.82 0.39
N 0.65 0.22 1.39
O -2.94 1.89 0.52
H -3.35 0.24 -0.39
O -1.64 -1.34 1.54
H 0.68 0.17 -2.46
O -0.04 3.68 0.25
C -0.81 -2.53 1.50
C 0.66 -2.22 1.67
H -2.83 2.81 0.25
H -1.82 -0.22 -1.62
H -0.93 2.22 -1.64
C 1.16 -1.02 0.87
H 3.04 -1.17 1.82
O -1.40 0.28 -2.37
H 0.91 -2.08 2.73
H -0.82 4.10 -0.09
O -0.12 2.56 -2.04
H -1.23 -3.17 2.27
H -2.71 -1.05 0.18
H 1.31 -0.97 -3.08
H 0.33 3.06 -0.42
C 2.72 -1.13 0.77
H -1.15 -0.52 1.70
O -3.14 -0.68 -0.62
```

For the calculated total energy, the calculation gives -21850.255 eV. As for the HOMO-LUMO gap: 8.691 eV. For the strongest force on any atom, the calculation gives 1.74 eV/Å.



11.
Entry from the Open Molecules 2025 dataset: a cluster of 8 separate species, C4H24N2O8 in total (ωB97M-V/def2-TZVPD).

The geometry in XYZ format:
```
38
C4H24N2O8 | the Open Molecules 2025 dataset | ωB97M-V/def2-TZVPD
H -0.60 3.88 -0.94
H -0.71 0.37 1.92
O 1.41 3.03 1.95
N 0.49 -1.69 -0.59
H 0.87 1.61 -1.73
H -0.13 -3.69 -0.41
H 0.91 3.57 -0.67
H 1.43 -3.25 0.37
O 1.73 1.77 -2.19
C 0.10 -1.22 -1.97
C -0.63 0.31 0.77
H 0.50 3.23 2.21
H 0.42 0.73 0.62
C 0.75 -3.13 -0.56
H -2.51 -1.19 -1.05
H -0.08 -0.15 -1.84
H -1.43 1.66 -0.62
H -0.77 -1.66 -2.48
H 1.25 -3.51 -1.48
C -0.40 -1.22 0.43
H 1.02 -1.45 -2.55
H -3.17 -1.05 2.17
O -3.05 -1.92 -0.96
N -1.69 0.84 -0.03
O -0.69 -2.08 1.21
H 3.97 0.25 -0.36
H -2.52 0.50 0.23
H -2.67 -2.52 -1.50
H 2.85 -0.89 0.14
O 3.02 -0.06 -0.31
H 1.55 3.32 1.05
H 2.09 0.82 -2.25
O -3.41 -0.57 1.41
O 0.01 3.50 -0.33
H 0.46 1.38 3.35
O 1.27 0.88 3.62
H 1.87 0.79 2.78
H -3.50 -1.18 0.59
```

For the calculated total energy, the calculation gives -23886.495 eV. As for the HOMO-LUMO gap (alpha / beta): 10.385 / 5.516 eV. For the strongest force on any atom, the calculation gives 7.89 eV/Å. The charge is +1. The expectation value of S² is 0.758. The multiplicity is 2.



12.
Entry from the Open Molecules 2025 dataset: a cluster of 8 separate species, C4H24NO9 in total (ωB97M-V/def2-TZVPD).

The geometry in XYZ format:
```
38
C4H24NO9 | the Open Molecules 2025 dataset | ωB97M-V/def2-TZVPD
O -0.60 -1.43 -1.34
H 2.63 -3.03 0.68
H -1.82 0.76 -1.81
H -3.57 2.68 -2.15
O -0.41 -0.97 1.64
H 2.66 -0.28 -2.28
C 0.40 -2.19 -1.95
H 1.43 3.58 0.38
H 2.08 -1.36 2.41
C 1.61 -2.99 0.22
H 1.86 2.20 0.29
H -0.89 -0.30 2.13
H 3.53 -0.38 -0.96
H -0.82 -1.82 1.60
N 1.62 -0.50 -0.48
H -3.00 0.20 -0.98
H 2.77 -0.01 2.57
H 0.68 -0.09 -0.45
H 0.99 -2.58 1.02
O -3.93 2.14 -1.43
H -1.49 -1.24 -1.70
O 0.29 -3.03 -2.77
H 1.25 -3.98 -0.12
O -2.56 0.14 -1.83
O 2.62 -0.73 1.93
H -3.09 3.71 0.88
H -2.46 1.64 1.86
H -4.21 1.28 -1.72
H 2.53 -2.03 -1.47
H -2.51 3.78 2.28
O 1.35 2.82 -0.23
O -2.26 3.57 1.35
H 2.81 1.24 -0.99
H -3.12 0.37 2.43
C 1.55 -1.99 -0.93
O -2.40 0.98 2.57
H 1.85 -0.42 0.61
C 2.63 0.24 -1.25
```

For the calculated total energy, the calculation gives -24447.917 eV. As for the HOMO-LUMO gap: 10.979 eV. For the strongest force on any atom, the calculation gives 5.45 eV/Å. The charge is +1.